Formula: C29H67N2O20S5
Source: the OMol25 dataset
Level of theory: the ωB97M-V functional and the def2-TZVPD basis

XYZ file:
```
123
C29H67N2O20S5 (the ωB97M-V functional and the def2-TZVPD basis)
C 1.2745 -3.2769 3.1152
C 2.0725 -4.6797 2.6794
O 2.9367 -5.1995 3.7538
C 2.9116 -4.2737 1.2952
O 4.2237 -3.6642 1.5639
C 4.4431 -2.4422 0.7705
C 4.2196 -2.4722 -0.8577
N 5.2161 -2.0497 -1.7026
O 5.3115 -1.9895 -3.0423
C 4.2061 -1.2337 -3.6514
C 4.7270 -0.0148 -4.6705
C 4.8979 -0.4989 -6.2282
O 3.6101 0.9835 -4.6659
C 6.3954 -1.6566 -0.8304
C 5.9305 -1.7355 0.7507
C 5.7052 -0.2033 1.3478
C 5.3608 0.9155 0.1963
O 4.2264 0.7406 -0.5306
N 6.1618 2.1653 -0.1100
C 7.0504 1.9829 -1.3437
C 5.1979 3.2929 -0.5355
H 0.8868 -3.3252 4.2185
H 1.9991 -2.3763 2.9064
H 0.3582 -3.1981 2.3658
H 1.1992 -5.4542 2.4334
H 2.3196 -5.7574 4.3275
H 2.1757 -3.6090 0.6677
H 3.0591 -5.2984 0.7012
H 3.5877 -1.7104 1.1183
H 3.2080 -2.8413 -1.3260
H 3.5940 -1.9732 -4.3592
H 3.4807 -0.7141 -2.8943
H 5.6776 0.4755 -4.1958
H 5.1967 0.4317 -6.8980
H 3.8833 -0.9415 -6.6619
H 5.7187 -1.3432 -6.3400
H 3.4284 1.3033 -3.7326
H 7.1032 -2.6108 -0.9120
H 7.1158 -0.8020 -1.1782
H 6.7609 -2.1384 1.5050
H 6.6647 0.1623 1.9170
H 4.8055 -0.1962 2.1319
H 8.1240 1.6628 -1.0000
H 6.6237 1.1424 -2.0476
H 7.1494 2.9518 -1.9976
H 5.8676 4.2717 -0.6277
H 4.7641 3.0635 -1.6219
H 4.3250 3.4184 0.2616
O -1.6601 -2.8009 1.8237
S -2.6013 -1.7798 1.4184
O -2.5127 -0.4174 1.9000
O -4.1170 -2.3252 1.6674
C -4.4707 -2.7841 2.9642
C -4.7080 -1.6283 3.9176
C -2.6665 -1.7399 -0.3554
H -3.7115 -3.4705 3.3540
H -5.3993 -3.3560 2.8590
H -3.7789 -1.0865 4.1183
H -5.1012 -1.9883 4.8726
H -5.4146 -0.9103 3.4889
H -2.7811 -2.7584 -0.7287
H -1.7296 -1.3104 -0.7172
H -3.5056 -1.1138 -0.6646
O -3.1749 0.9805 -2.1220
S -3.9770 1.9047 -1.3505
O -5.3399 1.6041 -0.9654
O -3.9476 3.3654 -2.0732
C -4.3300 3.4572 -3.4380
C -5.8367 3.3849 -3.5995
C -3.0736 2.3589 0.1089
H -3.8297 2.6869 -4.0345
H -3.9783 4.4281 -3.8042
H -6.2145 2.3946 -3.3280
H -6.1252 3.5832 -4.6357
H -6.3323 4.1101 -2.9462
H -2.0569 2.6335 -0.1750
H -3.0568 1.4950 0.7770
H -3.5826 3.1937 0.5945
O -4.5561 3.8509 2.8218
S -5.8772 4.3567 2.5192
O -6.1677 5.7744 2.4813
O -6.9617 3.6262 3.4925
C -6.7614 3.6823 4.8975
C -7.1404 5.0394 5.4596
C -6.4253 3.6352 0.9923
H -5.7291 3.4210 5.1536
H -7.4078 2.9184 5.3436
H -6.4568 5.8169 5.1055
H -7.1030 5.0302 6.5526
H -8.1477 5.3245 5.1395
H -6.2547 2.5584 1.0281
H -5.8445 4.0810 0.1817
H -7.4851 3.8586 0.8559
O -0.6635 -6.5667 -1.9565
S -0.5125 -6.9164 -0.5609
O 0.6612 -6.5468 0.2018
O -0.7697 -8.5161 -0.3830
C -0.0034 -9.4198 -1.1663
C 1.4068 -9.5658 -0.6266
C -1.9484 -6.3593 0.3224
H 0.0039 -9.1132 -2.2177
H -0.5065 -10.3919 -1.1171
H 1.9711 -8.6356 -0.7432
H 1.9453 -10.3554 -1.1584
H 1.3909 -9.8023 0.4421
H -2.8415 -6.6737 -0.2192
H -1.9072 -5.2693 0.3786
H -1.9317 -6.7837 1.3281
O -0.1383 4.4290 -0.1653
S 0.8690 5.3607 -0.6236
O 1.9586 5.7943 0.2253
O 0.1332 6.6765 -1.2434
C -0.8032 7.3760 -0.4364
C -0.1090 8.2305 0.6073
C 1.5558 4.7519 -2.1434
H -1.5121 6.6816 0.0270
H -1.3786 8.0264 -1.1045
H 0.4032 7.6088 1.3477
H -0.8312 8.8587 1.1365
H 0.6482 8.8708 0.1436
H 0.7416 4.4659 -2.8106
H 2.1730 3.8816 -1.9092
H 2.1718 5.5339 -2.5916
```

Highest occupied orbital energy: -11.82 eV
Net charge: +1
Kohn-Sham gap: 0.2844 Ha
Electronic energy: -129246.6003 eV
LUMO energy: -0.1499 Eh
Strongest force on any atom: 0.1455 Eh/bohr


Formula: C12H17N
Source: the OMol25 dataset
Level of theory: the ωB97M-V functional and the def2-TZVPD basis

XYZ file:
```
30
C12H17N (the ωB97M-V functional and the def2-TZVPD basis)
C -0.8792 -1.4429 -2.3622
C -2.2072 -1.4329 -3.2001
C -1.0245 -0.8303 -0.9945
C -1.6835 0.3871 -0.7198
C -0.4567 -1.2828 0.2143
C -0.7320 -0.2834 1.1986
C 0.3923 -2.4119 0.4460
C -0.1801 -0.4169 2.4628
C 0.8311 -2.5645 1.7381
C 0.6177 -1.5515 2.6725
N -1.5599 0.6430 0.5980
H -0.3599 -2.3902 -2.2392
H -0.1605 -0.8204 -2.9055
H -2.4650 -2.4495 -3.4670
H -2.1678 1.0609 -1.4069
H -1.9919 1.4252 1.0872
H 0.4749 -3.0769 -0.3996
H -0.1842 0.4640 3.0920
H 1.4357 -3.4091 2.0362
H 0.9632 -1.6369 3.6966
H -2.0212 -0.7173 -3.9913
H -3.0207 -1.0406 -2.5895
C 2.5699 2.5507 0.9184
C 1.4368 3.4859 0.4550
H 3.5359 3.0165 1.1043
H 2.2598 1.8674 1.7086
H 2.8549 1.8482 0.1194
H 1.5358 4.4472 0.9423
H 0.4956 2.9487 0.3929
H 1.6907 3.6133 -0.6077
```

Highest occupied orbital energy (alpha / beta): -12.91 / -13.44 eV
Net charge: +1
Kohn-Sham gap (alpha / beta): 0.3366 / 0.2413 Ha
Electronic energy: -14201.9257 eV
Spin multiplicity: 2
LUMO energy (alpha / beta): -0.1380 / -0.2528 Eh
Strongest force on any atom: 0.0508 Eh/bohr


Formula: C25H28ClIN2O7S
Source: the OMol25 dataset
Level of theory: the ωB97M-V functional and the def2-TZVPD basis

XYZ file:
```
65
C25H28ClIN2O7S (the ωB97M-V functional and the def2-TZVPD basis)
C -5.8990 -0.7196 2.4787
O -4.4922 -0.5638 2.4384
C -3.8590 -1.0189 1.2558
C -2.8526 0.0264 0.8320
C -3.2835 1.0638 -0.0393
Cl -4.9082 1.1078 -0.6370
C -2.4350 2.0682 -0.4110
C -1.1222 2.0995 0.0756
N -0.3150 3.1382 -0.2932
C 0.8774 3.1135 0.1869
O 1.7390 4.1470 -0.1054
C 2.3647 4.0618 -1.3423
O 1.7685 3.8894 -2.3447
C 3.8286 4.2320 -1.2500
C 4.3677 4.9338 -0.1760
C 5.7420 5.0891 -0.0604
C 6.5612 4.5245 -1.0290
C 6.0218 3.8404 -2.1109
C 4.6506 3.6911 -2.2342
C 1.3579 2.0787 1.0317
C 2.7768 2.1247 1.5306
O 3.0234 3.2235 2.3919
O 2.0052 3.1354 3.3916
N 0.6158 1.0767 1.3969
C -0.6640 1.0867 0.9223
C -1.5527 0.0379 1.3021
C -1.0342 -1.0525 2.2244
C -0.1615 -2.0422 1.4418
C 0.8601 -2.8229 2.2629
I 2.1667 -1.6746 3.5072
H -6.1719 -1.5074 3.1779
H -6.3308 -0.8926 1.4970
H -6.3283 0.2043 2.8628
H -3.3646 -1.9679 1.4098
H -4.5604 -1.1525 0.4380
H -2.7745 2.8496 -1.0705
H 3.7209 5.3523 0.5759
H 6.1501 5.6234 0.7801
H 7.6347 4.6059 -0.9593
H 6.6875 3.4173 -2.8458
H 4.1959 3.1644 -3.0568
H 3.4795 2.1940 0.7074
H 2.9932 1.2015 2.0625
H 2.4640 3.4208 4.1906
H -0.4725 -0.5645 3.0156
H -1.8918 -1.5304 2.6786
H 0.3464 -1.5285 0.6321
H -0.8112 -2.8011 1.0011
H 1.5211 -3.3414 1.5783
H 0.3899 -3.5935 2.8597
C -0.7313 -4.5437 -3.4458
C -2.2326 -4.3777 -3.7197
C -2.9837 -4.8618 -2.4721
S -1.8706 -4.5919 -1.0876
O -1.5060 -5.8662 -0.5265
O -2.3936 -3.5323 -0.2588
C -0.4959 -3.9721 -2.0510
H -0.1246 -4.0325 -4.1913
H -0.4654 -5.6027 -3.4634
H -2.4552 -3.3239 -3.8980
H -2.5460 -4.9322 -4.6026
H -3.9005 -4.3050 -2.2970
H -3.1990 -5.9276 -2.5139
H 0.4368 -4.2959 -1.5946
H -0.5578 -2.8837 -2.0497
```

Highest occupied orbital energy: -8.75 eV
Net charge: 0
Kohn-Sham gap: 0.3171 Ha
Electronic energy: -75147.1360 eV
LUMO energy: -0.0045 Eh
SMILES: COCc1c(Cl)cc2nc(OC(=O)c3ccccc3)c(COO)nc2c1CCCI.O=S1(=O)CCCC1
Strongest force on any atom: 0.0260 Eh/bohr


Formula: C10H14BrOP
Source: the OMol25 dataset
Level of theory: the ωB97M-V functional and the def2-TZVPD basis

XYZ file:
```
27
C10H14BrOP (the ωB97M-V functional and the def2-TZVPD basis)
C -2.8764 -1.2918 -2.0078
C -2.9566 -0.0896 -1.2516
C -1.5993 -1.7180 -2.3442
C -1.8121 0.6772 -0.8373
C -0.5010 -0.9734 -1.8462
C -0.5543 0.2369 -1.1635
C 1.4904 -1.1385 1.0105
C 2.5100 1.1587 1.6367
C 0.0743 0.4897 2.1080
C 1.2744 0.3035 1.2207
O 2.0647 0.9709 -1.4749
P 0.9710 0.9789 -0.4883
Br 0.2076 3.2476 0.1497
H -3.7531 -1.7741 -2.4791
H -3.8867 0.5550 -1.2418
H -1.4565 -2.4881 -3.0900
H -2.1285 1.5839 -0.4195
H 0.4414 -1.3067 -2.1587
H 0.5379 -1.6692 1.0108
H 1.9003 -1.2241 0.0326
H 2.3424 -1.6201 1.6090
H 3.3857 0.9050 0.9118
H 2.9779 0.5855 2.4388
H 2.2043 2.1182 1.7076
H 0.0455 -0.0751 2.9851
H -0.0369 1.4802 2.4589
H -0.8662 0.0776 1.5227
```

Highest occupied orbital energy: -9.63 eV
Net charge: 0
Kohn-Sham gap: 0.3585 Ha
Electronic energy: -91975.7710 eV
LUMO energy: 0.0047 Eh
SMILES: CC(C)(C)[P@](=O)(Br)c1ccccc1
Strongest force on any atom: 0.1292 Eh/bohr


Formula: C9H19NOTl
Source: the OMol25 dataset
Level of theory: the ωB97M-V functional and the def2-TZVPD basis

XYZ file:
```
31
C9H19NOTl (the ωB97M-V functional and the def2-TZVPD basis)
Tl -3.8268 -1.5971 -1.4341
C -1.3680 -1.7347 1.5423
C -0.2368 -0.7504 1.0384
C 0.9202 -1.7045 0.4618
C 1.8936 -0.8817 -0.3989
C 1.1420 -0.0869 -1.5085
C 0.0348 0.9093 -1.0303
N -0.7391 0.1830 -0.0525
O -2.0178 0.7160 0.2817
C 0.6590 2.0859 -0.3213
C -0.8019 1.3736 -2.2768
C 0.2858 0.0546 2.2857
H -1.8739 -2.1872 0.6895
H -2.1380 -1.2027 2.1010
H -0.9053 -2.5975 2.0216
H 1.5021 -2.1728 1.2556
H 0.5281 -2.5648 -0.0806
H 2.7477 -1.4044 -0.8294
H 2.3400 -0.1364 0.2593
H 0.7137 -0.6705 -2.3234
H 1.8444 0.3399 -2.2244
H 1.3293 2.5690 -1.0322
H 0.0037 2.8128 0.1585
H 1.4304 1.8081 0.3969
H -1.5955 0.6831 -2.5623
H -1.3173 2.3136 -2.0800
H -0.1460 1.5781 -3.1230
H -0.4041 0.7666 2.7387
H 1.1852 0.6526 2.1392
H 0.6320 -0.6245 3.0648
H -1.8214 1.4699 0.8427
```

Highest occupied orbital energy: -22.57 eV
Net charge: +3
Kohn-Sham gap: 0.2054 Ha
Electronic energy: -17835.2381 eV
LUMO energy: -0.6242 Eh
Strongest force on any atom: 0.0989 Eh/bohr